[1]
Molecular formula: C11H9ClN
Method: DFT, ωB97M-V/def2-TZVPD

Atoms and positions in Å:
Cl: -0.853 2.751 0.038
N: 0.632 0.285 -0.084
C: 1.340 0.416 -1.254
C: -3.539 -0.153 0.042
C: 2.702 0.339 -1.162
C: 2.655 0.581 1.242
C: -1.367 -1.140 -0.006
C: -1.628 1.246 -0.032
C: 3.400 0.536 0.064
C: -3.014 1.110 0.019
C: -2.709 -1.287 0.042
C: -0.795 0.146 -0.037
C: 1.297 0.321 1.103
H: 0.951 0.531 -2.274
H: -4.523 -0.408 0.018
H: -3.622 1.930 -0.025
H: 0.801 0.201 2.060
H: 3.183 0.812 2.125
H: -2.990 -2.354 -0.005
H: -0.605 -2.008 -0.053
H: 3.402 0.399 -2.061
H: 4.392 0.650 -0.084

Cartesian forces, eV/Å:
Cl 0.1 1.3 -0.1
N 1.1 0.2 0.3
C 0.6 -0.7 0.1
C 2.5 -1.3 0.0
C 2.5 1.3 -0.4
C 0.4 -0.3 -2.7
C 3.6 -0.3 -0.2
C 0.3 -0.3 0.4
C -4.5 -0.8 -1.0
C 1.5 -1.8 -0.2
C -0.2 -1.0 -0.2
C -1.4 -1.0 -0.3
C 0.6 0.5 0.9
H -0.9 -0.2 1.0
H -3.0 0.2 0.0
H -1.4 2.1 0.0
H -0.9 0.0 -0.6
H -0.2 -0.1 1.3
H -0.8 1.0 0.2
H -1.6 1.3 0.1
H -1.6 -0.3 1.0
H 3.2 0.4 0.5

The gap between HOMO and LUMO is 8.4 eV. As for the charge: +1. Its HOMO energy is -0.477 Ha. The spin multiplicity is 1.

=====

[2]
Molecular formula: C11H9ClO
Method: DFT, ωB97M-V/def2-TZVPD

Atoms and positions in Å:
Cl: -1.116 -3.163 -3.891
O: -1.210 -0.551 -2.702
C: 1.527 -1.682 1.498
C: -0.741 -1.894 -2.875
C: 0.202 -1.116 -0.497
C: -0.458 -1.442 -1.690
C: 0.345 2.694 -0.160
C: -1.073 0.514 0.955
C: 0.708 1.354 -0.495
C: -0.702 2.909 0.750
C: -0.025 0.295 0.009
C: -1.509 1.808 1.216
C: 0.849 -2.021 0.242
H: -1.750 -0.307 1.332
H: 0.951 3.526 -0.578
H: 0.859 -2.965 -0.107
H: -0.913 4.023 0.889
H: -2.298 2.043 1.847
H: 0.884 -2.214 2.320
H: 2.557 -2.254 1.471
H: 1.534 -0.509 1.654
H: 1.379 0.953 -1.190

Cartesian forces, eV/Å:
Cl 0.1 0.3 -0.2
O -0.1 -0.1 -0.4
C 0.5 -0.5 1.6
C -0.2 0.3 2.1
C -0.2 0.9 1.4
C 0.0 -0.7 -2.5
C 0.8 -1.0 0.3
C -1.3 -0.2 -0.8
C -2.1 0.4 1.0
C -0.2 0.7 -1.3
C -1.1 -0.2 1.0
C 3.4 1.1 -0.9
C -0.3 3.2 0.1
H 1.2 0.7 -0.5
H -0.7 -0.6 0.4
H 0.2 -3.3 -1.0
H -0.2 -1.9 0.3
H -1.5 0.1 1.0
H 1.4 1.2 -1.0
H -1.7 1.6 0.5
H 0.4 -2.7 0.0
H 1.5 0.7 -1.2

The gap between HOMO and LUMO is 7.7 eV. Its HOMO energy is -0.276 Ha. The spin multiplicity is 1.

=====

[3]
Molecular formula: C11H9IrN3O4
Method: DFT, ωB97M-V/def2-TZVPD

Atoms and positions in Å:
Ir: -0.003 -0.157 0.235
O: -1.892 3.258 1.188
O: 0.514 -1.885 1.121
O: 0.429 -3.050 3.069
O: -0.783 1.633 0.079
N: 0.749 -0.451 -1.681
N: 1.250 -0.080 -3.779
N: -0.706 0.094 2.063
C: 1.417 -1.557 -2.166
C: 1.347 0.601 -5.064
C: -0.550 -0.875 2.977
C: 0.203 -2.092 2.389
C: -1.839 1.467 3.607
C: -1.382 2.181 1.154
C: 0.669 0.421 -2.690
C: -1.679 0.470 4.553
C: -1.335 1.263 2.335
C: -1.025 -0.735 4.255
C: 1.730 -1.329 -3.468
H: -2.065 0.607 5.555
H: 0.201 1.391 -2.637
H: 1.623 -2.421 -1.557
H: -2.341 2.401 3.823
H: 0.352 0.819 -5.448
H: -0.896 -1.520 4.987
H: 1.896 1.534 -4.952
H: 1.869 -0.035 -5.771
H: 2.246 -1.951 -4.179

Cartesian forces, eV/Å:
Ir -0.8 0.0 2.4
O 0.1 0.4 -0.8
O 0.2 1.6 -2.9
O 0.4 0.0 -1.1
O 1.6 -2.4 -1.6
N -0.2 0.2 0.4
N -0.2 0.2 0.4
N 1.4 -0.7 -3.4
C 0.2 -0.3 -0.2
C 0.0 0.2 -0.3
C 0.7 -2.7 1.8
C -1.6 1.0 3.6
C 0.2 0.3 -0.9
C -1.0 -0.2 3.5
C 0.0 0.1 -0.2
C -0.8 0.9 1.2
C -1.2 2.7 -0.2
C 1.1 -1.0 -1.9
C 0.0 -0.2 0.4
H 0.0 0.1 -0.1
H 0.0 0.0 0.0
H 0.0 0.0 0.0
H 0.0 0.0 0.0
H 0.0 -0.1 0.0
H 0.1 -0.1 -0.1
H 0.0 0.0 0.0
H 0.0 -0.1 0.1
H 0.0 0.1 0.0

The gap between HOMO and LUMO (alpha / beta) is 5.2 / 5.6 eV. As for the charge: +1. Its HOMO energy (alpha / beta) is -0.349 / -0.491 Ha. The spin multiplicity is 5.

=====

Energy relative to the best compared isomer or geometry (same formula, charge and spin) readings, ordered: 0.0; 387.0; 152.0 kJ/mol
E_tot readings, ordered: -25557.911; -26117.186; -27041.879 eV